{"formula": "C24H25FN5O4RuS2", "method": "the ωB97M-V functional and the def2-TZVPD basis", "relative_energy_kcal_mol": 0.0, "e_homo_ev": [-1.9855, -1.8732], "multiplicity": 2, "e_tot_ev": -67907.178, "lumo_ev": [4.5, 4.5], "charge": -2, "species": ["Ru", "C", "C", "C", "C", "C", "C", "C", "C", "C", "C", "C", "C", "N", "C", "C", "C", "C", "C", "C", "F", "H", "H", "H", "H", "H", "H", "H", "H", "H", "H", "H", "H", "H", "H", "H", "H", "H", "H", "H", "H", "H", "S", "C", "S", "C", "C", "N", "C", "N", "O", "C", "O", "C", "O", "O", "N", "N", "H", "H", "H", "H"], "xyz": [[-1.81580, 0.36931, 0.25472], [2.77828, 0.60650, 3.06475], [1.48053, 0.07435, 2.44654], [0.65677, -0.64568, 3.51584], [1.75225, -0.83090, 1.25461], [2.63180, -1.89287, 1.43398], [2.91129, -2.77670, 0.40800], [2.32440, -2.56945, -0.82585], [1.45766, -1.50265, -1.06299], [0.94745, -1.37736, -2.49299], [-0.50603, -1.82333, -2.61970], [1.14977, 0.00706, -3.11154], [1.13444, -0.64108, 0.00051], [0.24928, 0.47100, -0.17454], [0.91638, 1.66834, -0.29162], [2.30988, 1.74857, -0.55632], [2.98575, 2.94741, -0.71555], [2.32740, 4.16303, -0.62252], [0.96445, 4.13723, -0.35296], [0.30569, 2.94075, -0.19423], [-1.02005, 3.02992, 0.08677], [2.54425, 1.39072, 3.78839], [3.43962, 1.02945, 2.30455], [3.32436, -0.17699, 3.59698], [0.90925, 0.93668, 2.10755], [1.18814, -1.53968, 3.86009], [-0.32077, -0.93709, 3.14575], [0.48472, 0.01506, 4.36871], [3.08950, -2.04238, 2.40500], [3.58240, -3.61313, 0.56564], [2.55089, -3.24320, -1.64577], [1.55719, -2.07447, -3.07628], [-1.15501, -1.17854, -2.02851], [-0.64807, -2.84039, -2.24980], [-0.83455, -1.78694, -3.66358], [0.49448, 0.74046, -2.64650], [0.92563, -0.03019, -4.18204], [2.17527, 0.35953, -2.98821], [2.86087, 0.82291, -0.63683], [4.05070, 2.92245, -0.91941], [2.85034, 5.10290, -0.74228], [0.38624, 5.04698, -0.24767], [-3.56605, -1.02024, -0.70186], [-2.79939, -2.38955, -0.02307], [-1.48233, -1.86780, 0.91917], [-3.18414, -3.71605, -0.22732], [-4.27638, -4.04737, -1.07505], [-5.15564, -4.34069, -1.76545], [-2.49360, -4.79844, 0.38438], [-1.95149, -5.69518, 0.87131], [-2.60522, 1.81826, 3.96746], [-2.52412, 1.59667, 2.77344], [-1.63211, 0.82024, 2.23740], [-3.48167, 2.22639, 1.72743], [-4.16182, 3.21414, 1.94123], [-3.45995, 1.59187, 0.59271], [-3.41607, 1.92181, -2.19464], [-2.11939, 1.33910, -1.88748], [-3.62301, 2.47307, -1.36235], [-4.06796, 1.14761, -2.08711], [-1.44017, 2.07696, -2.04452], [-1.95653, 0.64165, -2.60637]]}


{"formula": "C47H41BN2O2RhS2Sb", "method": "the ωB97M-V functional and the def2-TZVPD basis", "relative_energy_kcal_mol": 47.8, "e_homo_ev": [-5.7841, -8.3131], "multiplicity": 5, "e_tot_ev": -88369.705, "lumo_ev": [0.2, -2.7], "species": ["Rh", "S", "C", "N", "C", "C", "C", "C", "C", "C", "S", "H", "H", "H", "H", "N", "C", "C", "C", "C", "C", "C", "C", "C", "C", "H", "H", "H", "H", "C", "C", "C", "C", "C", "C", "C", "C", "O", "B", "O", "C", "C", "H", "H", "H", "H", "H", "H", "H", "H", "H", "H", "H", "H", "C", "C", "C", "C", "C", "C", "C", "Sb", "C", "C", "C", "C", "C", "C", "C", "C", "C", "C", "C", "C", "C", "C", "H", "H", "H", "H", "H", "H", "H", "H", "H", "H", "H", "H", "H", "H", "H", "H", "H", "H", "H", "H", "H"], "xyz": [[-0.15485, -0.25482, -0.34618], [-0.07852, -0.81697, 1.96983], [-1.57935, -1.57545, 1.53036], [-1.64697, -1.72774, 0.14806], [-2.28370, -2.83172, -0.24104], [-2.55868, -3.21967, -1.56751], [-3.25778, -4.38258, -1.78905], [-3.68448, -5.18910, -0.72564], [-3.41963, -4.82945, 0.59010], [-2.73385, -3.65485, 0.83612], [-2.29899, -2.97427, 2.38581], [-2.20872, -2.59085, -2.37680], [-3.48717, -4.68345, -2.80300], [-4.23229, -6.09985, -0.92641], [-3.74704, -5.44854, 1.41506], [0.47460, 0.54628, -10.26455], [0.40326, 0.45207, -9.12066], [0.30898, 0.33542, -7.70047], [-0.85775, -0.16540, -7.11942], [-0.95252, -0.27781, -5.74767], [0.11360, 0.10683, -4.92492], [1.28014, 0.60638, -5.51832], [1.37686, 0.72334, -6.88961], [0.01850, -0.00399, -3.50987], [-0.07568, -0.09777, -2.29754], [-1.68562, -0.45395, -7.75279], [-1.85172, -0.67380, -5.29572], [2.10765, 0.89822, -4.88622], [2.27391, 1.12109, -7.34444], [8.49662, -1.05547, -0.80974], [7.71049, -1.06822, 0.50969], [8.47587, -0.25595, 1.56565], [7.61227, -2.51154, 1.00965], [6.33263, -0.44890, 0.26771], [6.23353, 0.91930, -0.00350], [5.02207, 1.55796, -0.24609], [3.89038, 0.77544, -0.22412], [2.57653, 1.11478, -0.44340], [1.86464, -0.07229, -0.33234], [2.71268, -1.13210, -0.05034], [3.97404, -0.58807, 0.01847], [5.16923, -1.22166, 0.27795], [9.49982, -1.46062, -0.65740], [8.59257, -0.04034, -1.19695], [7.99209, -1.66201, -1.56386], [9.41661, -0.75246, 1.81117], [7.88533, -0.16564, 2.47898], [8.71390, 0.74664, 1.21076], [8.61207, -2.89648, 1.21546], [7.15593, -3.16608, 0.26577], [7.03154, -2.56519, 1.93240], [7.13263, 1.52052, -0.03714], [4.97506, 2.61861, -0.45455], [5.17674, -2.28339, 0.47485], [-2.68457, 2.81960, -2.51674], [-3.08462, 3.80673, -1.44946], [-3.92974, 4.87195, -1.74819], [-4.31443, 5.77754, -0.77008], [-3.86363, 5.62392, 0.53244], [-3.02167, 4.56733, 0.84526], [-2.62974, 3.67043, -0.13855], [-1.27734, 2.08990, 0.48570], [-2.45002, 1.60268, 2.22483], [-2.03736, 1.86796, 3.52345], [-2.77938, 1.41457, 4.60612], [-3.94786, 0.70596, 4.38424], [-4.37738, 0.47067, 3.08698], [-3.64497, 0.91035, 1.98855], [-4.19700, 0.71499, 0.60141], [0.39756, 3.41459, 0.80522], [0.55400, 4.25449, -0.29847], [1.64650, 5.09522, -0.40678], [2.59366, 5.10897, 0.60655], [2.44939, 4.26503, 1.69357], [1.36974, 3.38737, 1.80167], [1.31105, 2.45760, 2.98294], [-3.08659, 3.10554, -3.48751], [-3.05606, 1.82115, -2.27241], [-1.59741, 2.75076, -2.60377], [-4.29081, 4.98976, -2.76323], [-4.96965, 6.60076, -1.02405], [-4.16844, 6.32111, 1.30217], [-2.66990, 4.44195, 1.86377], [-1.12902, 2.42864, 3.69992], [-2.44062, 1.60935, 5.61577], [-4.54054, 0.35145, 5.21779], [-5.30112, -0.06988, 2.91644], [-5.11794, 0.13356, 0.62905], [-3.49665, 0.18438, -0.04638], [-4.41824, 1.68573, 0.14806], [-0.18991, 4.25139, -1.08827], [1.76378, 5.72060, -1.28222], [3.45089, 5.76704, 0.54181], [3.20175, 4.26447, 2.47424], [2.31541, 2.13741, 3.26095], [0.72175, 1.56943, 2.75839], [0.87857, 2.96242, 3.84945]]}


{"formula": "C3H2N2O", "method": "the ωB97M-V functional and the def2-TZVPD basis", "relative_energy_kcal_mol": 115.3, "e_homo_ev": [-8.5456, -9.7010], "multiplicity": 1, "e_tot_ev": -8164.714, "lumo_ev": [-1.1, -1.3], "species": ["C", "C", "C", "N", "N", "O", "H", "H"], "xyz": [[0.52800, 0.81962, -0.31580], [0.04480, 2.00228, -0.48186], [-0.24348, -1.98451, 0.24996], [0.16075, 0.23196, 0.89284], [-0.20129, -0.95771, 0.86486], [-0.70083, -2.92843, -0.26885], [0.69733, 0.06856, -1.18887], [-0.28528, 2.74824, 0.24772]]}